This record from the OMol25 dataset describes a 8-piece molecular cluster, C47H119N7O14 overall at a distorted geometry. The level of theory is wB97M-V/def2-TZVPD.

Output
Orbital gap ... 8.42 eV
Total charge ... +6

Element x y z (Å)
C  -2.6445  2.3845  -1.7981
H  -5.5524  1.2182  3.4638
H  1.6829  2.4446  -1.0377
H  4.1462  -6.3817  0.1768
H  -2.4357  1.3166  -5.0263
H  -3.4110  -0.8562  6.1818
H  -1.6939  0.9008  -2.9922
O  -0.4338  0.1913  3.3345
C  1.9647  -0.5520  6.5558
H  1.6817  -5.2290  -0.1910
H  -2.5938  3.4119  -5.5436
N  1.3359  1.4357  5.0352
C  -3.8799  -0.5038  5.2631
C  1.6467  -3.2588  3.6008
C  -4.4431  3.6627  5.3292
H  2.2308  -3.7595  -1.0329
H  0.4922  -3.4836  0.8971
H  -7.4283  -0.3673  -4.1881
C  -3.0587  -1.7228  -1.6415
O  7.2566  -3.0670  2.4000
H  4.8029  -2.2484  1.3296
H  4.2054  0.9584  0.6897
H  8.3750  -4.8620  2.5975
C  5.7099  -2.2872  0.7262
H  -5.0726  4.2453  6.0018
H  -1.1411  -2.7425  -2.2094
H  1.5094  4.5700  -4.6814
H  0.5839  -3.4466  3.7538
H  -5.1629  3.9142  -5.7540
H  4.1665  3.1743  -4.9628
H  -4.8400  0.0797  -3.6991
H  5.8195  4.5376  -7.4505
H  2.6926  -4.7162  4.9135
H  3.6273  4.0968  -2.9553
H  6.1652  -0.4611  1.5287
H  -3.0598  0.8242  2.6856
H  0.6955  0.8468  4.5222
C  1.7910  2.7307  4.3239
H  -1.1292  2.5604  -3.4160
H  -5.3744  1.2294  -0.4084
H  3.2691  1.0792  5.8662
N  -5.8013  -1.6396  -4.6489
C  2.7192  -3.6558  4.6627
H  1.8804  -2.4237  1.0683
H  -3.6354  3.2550  5.9370
H  2.2736  -1.7556  9.1128
H  0.8687  1.5214  5.9265
H  4.9125  3.6715  6.9002
O  4.0979  3.6163  -7.5849
H  -2.1071  0.2696  4.5467
H  3.2407  -0.3143  -2.6004
H  -3.4852  3.8034  -4.0559
C  -6.1891  2.5570  -3.5901
H  2.5720  2.4542  3.6157
C  -4.4161  1.7329  -0.2810
H  4.4626  5.0619  5.9533
N  -2.9310  1.8234  -4.3067
H  -9.1070  -1.4303  -5.3247
N  2.3738  4.5140  -5.2007
H  9.2201  -3.5998  1.8323
H  -2.8589  3.4520  -1.8491
C  -7.0102  -0.8215  -5.0864
H  6.1257  -0.4423  -1.4274
H  -6.6272  1.6633  -3.1458
C  5.7837  -0.0421  -0.4730
O  3.0837  -1.1570  7.1933
H  -4.0484  -2.3802  -5.5844
H  -4.6238  2.4106  -6.5511
O  1.5336  3.4939  -2.7872
H  2.9828  5.2013  -8.4403
H  1.6947  -4.9810  2.4926
C  6.6098  -3.3985  1.2160
C  -4.1611  -1.6745  4.2093
C  5.3263  3.8203  -8.1065
C  -6.3060  -3.0816  -4.3949
H  2.9477  -0.0412  4.6607
H  4.9708  -4.8600  5.0809
H  3.7950  5.7565  -6.9658
H  1.9710  4.2210  -0.9591
C  4.2358  -5.5174  -0.4813
H  2.8670  5.3380  -4.8877
H  -3.9455  -2.9326  -3.1137
H  -8.0709  -2.1686  -6.4856
C  -1.9707  1.9509  -3.0864
C  2.4537  0.4593  5.4936
H  3.6520  -2.6253  8.5055
C  -3.6938  -1.8734  -3.0590
H  -3.9444  4.2961  4.5956
H  1.1994  4.2553  5.6990
H  -2.9397  -1.9061  -3.8454
H  1.1125  0.0694  0.6497
H  8.7979  -3.5703  3.6457
H  -3.9891  1.2406  0.5928
O  -0.5815  -1.6172  2.1510
C  -4.7502  2.9181  -5.5947
C  -3.3801  1.4750  3.4992
O  4.0371  -3.1328  4.2070
H  5.1578  4.2700  -9.0850
H  -5.8514  -3.8206  -5.0546
H  0.9873  2.9254  3.6138
H  -6.0688  -3.5000  -3.4167
C  5.0333  -3.7774  4.9712
N  6.3217  -0.9038  0.6345
H  -1.8740  2.1694  -1.0576
H  -8.2394  -2.9653  -3.5405
H  -8.2869  -3.8320  -5.1289
H  -5.3200  -1.7681  -6.7877
H  5.5048  -2.6129  -0.2935
C  -1.9448  -2.7455  -1.4731
H  0.1962  1.3869  1.1518
O  3.6241  -4.5302  0.2490
H  2.2793  -1.6366  -2.0724
H  4.8563  3.5020  5.1193
H  4.0155  -1.8174  -2.0251
C  -7.8736  -2.9945  -4.5668
N  2.0285  -4.0388  2.3482
H  -5.4287  3.1255  -3.0548
H  2.3805  4.7815  4.6308
H  -4.8169  -2.4037  4.6850
H  -2.7089  2.3220  3.6410
H  2.0535  -2.9578  7.8566
H  3.0326  -3.9421  2.2982
O  3.2908  -0.5451  -0.5038
H  -3.9062  -1.8338  -0.9651
H  0.3993  3.5891  -0.9694
C  3.2066  -1.1073  -1.8533
H  -6.7045  -0.0975  -5.8417
C  8.4894  -3.7783  2.6212
H  -4.4221  -0.6187  -5.8458
H  1.6728  -2.1821  3.4336
O  -5.1883  2.5693  4.8510
H  -5.4063  -1.8832  1.2483
C  -4.9625  -0.9824  -3.4872
H  -4.9738  2.7624  2.7795
C  2.9404  3.2765  -3.1632
H  7.3022  -3.6685  0.4185
H  7.3153  -0.9417  0.4571
C  2.7133  -2.1619  8.2019
H  2.5997  2.3819  -5.0940
H  -2.8359  1.3207  5.4579
H  -2.3155  -3.7609  -1.6133
H  -1.4272  -2.6965  -0.5151
H  -4.4807  -3.1381  1.9746
H  1.3145  -1.2172  5.9876
O  3.0512  3.5926  6.3056
C  -3.4387  3.1329  -4.9140
H  1.2720  5.3311  -6.7885
C  1.3818  3.4233  -1.4113
C  1.5776  -3.4683  0.9967
H  1.5713  3.6151  -6.9335
C  -4.8160  2.0163  3.5582
H  -3.7406  1.2232  -4.2404
H  -2.7048  -0.6985  -1.5249
H  -5.7019  -1.0565  -2.6898
H  5.9350  -4.2468  1.3300
O  -4.8314  -1.2408  2.9944
H  -0.6256  0.0837  0.2331
C  -0.3042  -0.4226  2.2658
H  3.6603  -5.7398  -1.3798
C  2.0523  4.5722  -6.7315
H  1.4039  -0.1311  7.3903
H  -7.0529  3.1963  -3.7724
H  4.1038  1.2931  -0.9756
N  -3.0278  0.6379  4.7388
C  4.3980  3.9743  5.9883
H  6.0196  -3.5876  4.5478
O  -3.8728  1.6443  -1.6040
C  3.1160  3.2488  -4.6817
C  -4.5177  -2.0552  1.8557
H  5.0130  -3.5064  6.0268
H  -4.5094  2.7908  -0.0353
H  3.3086  2.3418  -2.7403
C  2.1264  3.9133  5.2388
H  -3.2281  -2.1729  3.9463
C  4.2838  0.4715  -0.2824
H  6.4534  0.8127  -0.3780
H  2.5523  -3.0584  5.5590
C  -4.8068  -1.6385  -5.8349
O  -5.7431  2.1422  -4.8584
C  -8.0983  -1.8232  -5.4522
C  2.2449  -4.3015  -0.0873
C  3.3173  4.9029  -7.4467
H  5.8701  2.8880  -8.2590
H  5.2661  -5.2722  -0.7392
H  -4.8528  -0.0734  5.5005
C  0.1104  0.3104  1.0045
H  -3.6194  -1.7149  1.3405